DFT (ωB97M-V/def2-TZVPD) results for 2 unconnected molecules or ions with the total composition C5H14NO2 at a distorted geometry.

electronic energy: -10994.6093 eV
charge: -1
energy above the lowest of the compared OMol25 structures with the same formula, charge and spin: 69.1 kcal/mol
F_max: 8.65 eV Å⁻¹

```
22
Properties=species:S:1:pos:R:3:forces:R:3:lowdin_charge:R:1
C 0.600 2.069 -0.406 -0.5 -3.7 1.6 -0.46
O 1.022 2.632 0.693 0.1 3.0 1.6 -0.31
C 0.979 0.483 -0.200 -1.9 1.1 -1.3 -0.21
C 0.294 -0.319 -1.290 1.4 -3.1 0.8 -0.29
C -1.197 -0.607 -1.121 -0.1 0.2 1.9 -0.23
C -1.531 -1.707 -0.017 -3.0 3.1 1.0 -0.32
N -0.631 -1.962 1.094 0.1 -1.3 -1.1 -0.02
H -0.527 2.107 -0.628 0.6 -0.1 0.3 0.09
H 1.043 2.398 -1.289 1.2 0.8 -2.2 0.05
H 2.063 0.193 -0.150 -0.8 0.9 0.1 0.11
H 0.480 0.269 0.769 0.9 0.2 -1.0 0.05
H 0.379 0.013 -2.306 0.7 0.8 -0.5 0.07
H 0.944 -1.340 -1.253 -1.8 1.5 -0.6 0.13
H -1.484 -1.018 -2.103 -0.8 0.5 0.4 0.09
H -1.791 0.341 -0.710 1.4 -1.8 -1.8 0.12
H -2.627 -1.134 0.414 2.8 -2.4 -0.7 0.14
H -1.786 -2.649 -0.444 -0.4 -0.7 -0.5 0.06
H -0.236 -1.081 1.385 0.6 -0.4 0.3 0.03
H 0.078 -2.693 0.790 -0.9 1.8 0.7 0.09
H 1.973 1.094 2.288 7.8 0.3 -2.0 -0.10
H 0.806 1.880 1.976 0.6 -1.0 -0.3 0.03
O 1.148 1.031 2.507 -8.0 0.3 3.2 -0.13
```
Positions in Å, forces in eV/Å.

---

DFT (ωB97M-V/def2-TZVPD) results for 12 unconnected molecules or ions with the total composition C51H117N5O7 at a distorted geometry.

electronic energy: -76562.6293 eV
charge: 0
SMILES: CCN(CC)CC.CCN(CC)CC.CCN(CC)CC.CCN(CC)CC.CCN(CC)CC.CC(C)=O.CC(C)=O.CC(C)=O.CC(C)=O.CC(C)=O.CC(C)=O.CC(C)=O
F_max: 3.06 eV Å⁻¹

```
180
Properties=species:S:1:pos:R:3:forces:R:3:lowdin_charge:R:1
C 4.463 -2.255 24.013 0.0 -0.4 -0.2 -0.09
C 3.135 -2.929 24.405 1.0 -0.2 -0.3 -0.25
N 2.860 -4.121 23.602 -0.8 0.4 -0.5 -0.20
C 3.866 -5.193 23.541 -0.3 1.3 -1.1 -0.26
C 4.109 -5.860 24.821 0.4 -0.9 2.1 -0.10
C 1.499 -4.558 23.855 -0.4 -0.9 -2.0 -0.26
C 0.971 -5.392 22.666 -0.2 -0.6 0.1 -0.10
H 5.287 -2.906 24.305 0.2 0.1 0.2 0.06
H 4.644 -1.262 24.423 -0.3 -0.1 0.4 0.07
H 4.562 -2.131 22.935 -0.3 -0.1 -0.1 0.07
H 3.159 -3.235 25.451 0.1 0.4 0.5 0.11
H 2.296 -2.247 24.269 0.1 0.0 0.0 0.11
H 3.625 -5.922 22.767 -0.5 0.1 0.0 0.11
H 4.775 -4.732 23.157 0.2 0.0 0.1 0.11
H 4.660 -6.797 24.744 0.2 0.1 -0.2 0.08
H 4.648 -5.220 25.520 0.2 0.1 0.0 0.07
H 3.201 -6.138 25.356 -0.3 0.0 -0.2 0.07
H 0.801 -3.721 23.853 0.4 0.4 0.5 0.11
H 1.345 -5.138 24.765 0.1 0.0 0.4 0.10
H -0.088 -5.610 22.800 -0.1 0.1 0.1 0.06
H 1.438 -6.369 22.539 0.2 0.0 0.2 0.06
H 1.063 -4.903 21.696 0.2 0.4 0.2 0.07
C 1.403 -4.854 14.153 -0.4 0.2 0.0 -0.09
C 2.790 -4.823 13.501 -0.2 0.0 0.3 -0.25
N 3.847 -5.431 14.344 -0.2 1.1 -1.0 -0.18
C 4.065 -4.621 15.562 -0.2 -0.4 -0.5 -0.27
C 5.358 -4.967 16.255 -0.1 -0.4 0.5 -0.10
C 3.677 -6.866 14.552 0.8 0.5 0.6 -0.27
C 3.713 -7.671 13.272 -0.3 0.1 -0.3 -0.09
H 0.697 -4.192 13.652 0.1 0.0 -0.2 0.07
H 1.427 -4.504 15.185 0.1 0.0 0.0 0.06
H 0.935 -5.838 14.175 0.2 -0.1 -0.1 0.07
H 2.742 -5.231 12.492 0.1 -0.7 0.2 0.10
H 3.044 -3.794 13.250 0.3 0.2 0.6 0.11
H 4.100 -3.565 15.295 0.1 0.0 -0.4 0.11
H 3.207 -4.670 16.233 -0.1 -0.3 0.4 0.10
H 6.182 -4.800 15.562 0.2 0.0 0.3 0.08
H 5.457 -4.423 17.194 0.2 0.5 -0.2 0.07
H 5.369 -5.992 16.626 0.1 -0.2 -0.4 0.06
H 2.803 -7.060 15.173 -0.4 -0.3 0.0 0.11
H 4.538 -7.168 15.148 -0.1 -0.2 0.1 0.10
H 3.580 -8.738 13.449 0.0 0.0 0.2 0.07
H 4.660 -7.535 12.748 0.0 0.1 0.1 0.08
H 2.921 -7.350 12.596 0.0 -0.1 -0.1 0.06
C 13.515 9.359 18.011 0.3 1.3 -0.6 -0.08
C 13.656 10.547 19.027 0.5 -1.8 0.9 -0.22
N 15.030 10.564 19.596 0.3 -0.7 -0.1 -0.19
C 15.318 11.840 20.228 0.1 0.5 0.0 -0.28
C 15.548 12.916 19.174 -0.3 0.4 -0.4 -0.09
C 15.237 9.399 20.508 -0.2 0.1 -0.2 -0.26
C 16.632 9.276 21.104 -0.6 0.5 0.3 -0.10
H 13.784 8.347 18.315 -0.2 0.3 0.7 0.06
H 14.230 9.571 17.217 0.1 0.1 -0.2 0.07
H 12.544 9.316 17.518 -0.2 0.1 0.3 0.06
H 13.346 11.527 18.662 0.4 -0.3 -0.6 0.10
H 13.018 10.406 19.900 -0.7 -0.3 0.1 0.10
H 14.555 12.162 20.936 -0.8 0.0 0.0 0.11
H 16.175 11.800 20.899 0.4 -0.3 -0.5 0.10
H 16.406 12.670 18.548 0.1 0.1 0.2 0.08
H 14.719 13.059 18.481 -0.2 -0.5 0.0 0.05
H 15.613 13.930 19.568 0.6 -0.1 0.4 0.07
H 15.030 8.439 20.035 -0.2 0.3 -0.6 0.10
H 14.513 9.441 21.321 -0.3 0.2 0.4 0.11
H 16.708 10.027 21.890 0.7 0.2 -0.2 0.06
H 17.380 9.360 20.315 0.2 0.1 0.3 0.08
H 16.735 8.338 21.650 0.0 -0.2 -0.3 0.07
C 19.062 -4.120 24.948 0.4 0.3 0.0 -0.09
C 19.946 -5.083 24.171 0.7 -0.3 0.7 -0.27
N 19.885 -6.481 24.621 0.5 -0.4 -1.0 -0.18
C 20.996 -7.301 24.034 0.3 0.6 0.6 -0.26
C 22.361 -6.892 24.545 0.0 0.1 0.5 -0.10
C 18.629 -7.098 24.196 0.0 -0.7 1.4 -0.25
C 18.371 -8.301 25.154 -0.3 0.6 -0.6 -0.08
H 17.988 -4.303 24.920 0.1 0.0 -0.1 0.06
H 19.280 -3.127 24.555 -0.4 0.1 -0.3 0.07
H 19.409 -4.040 25.978 -0.2 -0.4 0.2 0.07
H 19.826 -5.005 23.090 -0.4 0.0 -0.4 0.12
H 20.956 -4.728 24.376 0.1 -0.1 -0.1 0.10
H 21.088 -7.208 22.952 -0.6 0.1 -0.5 0.11
H 20.876 -8.363 24.250 -0.5 0.2 0.1 0.10
H 22.379 -6.880 25.635 -0.1 0.3 0.1 0.08
H 22.597 -5.908 24.140 0.4 -0.1 0.2 0.06
H 23.125 -7.615 24.257 0.0 0.1 -0.3 0.07
H 17.811 -6.388 24.324 0.0 0.0 -0.1 0.10
H 18.686 -7.373 23.142 -0.2 -0.2 -0.2 0.11
H 19.159 -9.050 25.077 -0.1 0.0 0.1 0.05
H 18.342 -7.904 26.169 0.2 -0.1 0.0 0.07
H 17.406 -8.781 24.989 0.0 -0.1 -0.3 0.06
C 23.761 1.784 22.968 0.1 0.2 -0.2 -0.09
C 22.971 2.318 21.758 1.0 -0.6 0.8 -0.27
N 22.924 1.361 20.658 -0.9 -0.7 0.9 -0.19
C 21.803 1.744 19.807 -0.4 0.7 -0.5 -0.26
C 22.092 3.032 18.996 -0.5 -0.7 -0.3 -0.08
C 24.219 1.077 20.012 -1.0 0.3 -0.5 -0.24
C 24.093 -0.032 18.965 0.2 -0.1 0.2 -0.09
H 23.601 2.413 23.844 0.0 0.2 -0.1 0.07
H 24.837 1.727 22.800 0.0 0.0 0.0 0.06
H 23.392 0.793 23.233 0.0 -0.1 -0.1 0.07
H 21.988 2.529 22.178 -0.3 -0.2 -0.6 0.11
H 23.351 3.274 21.398 0.4 0.3 0.2 0.10
H 21.373 0.949 19.199 0.8 -0.3 -0.5 0.10
H 20.926 1.921 20.430 0.2 0.2 0.5 0.10
H 22.846 2.799 18.244 0.3 0.4 0.1 0.06
H 21.233 3.393 18.431 -0.2 -0.2 0.1 0.07
H 22.377 3.847 19.662 0.3 -0.1 -0.2 0.06
H 24.994 0.836 20.739 -0.3 0.0 0.2 0.11
H 24.507 1.994 19.496 0.6 0.2 -0.2 0.10
H 25.053 -0.293 18.520 0.1 0.3 0.0 0.07
H 23.428 0.281 18.160 0.0 -0.1 0.0 0.06
H 23.742 -0.972 19.391 -0.3 0.1 0.2 0.07
C 14.125 -1.847 19.836 1.0 0.4 -0.6 -0.03
C 13.460 -0.765 20.601 -1.7 2.3 -0.7 -0.50
C 12.489 -1.163 21.654 -0.4 0.1 0.9 -0.04
O 13.468 0.424 20.264 0.8 -1.7 0.2 0.05
H 14.800 -2.391 20.496 0.0 -0.3 -0.1 0.09
H 14.689 -1.357 19.043 0.2 -0.2 0.0 0.09
H 13.421 -2.523 19.350 -0.2 -0.1 0.4 0.09
H 12.036 -0.290 22.124 0.3 0.1 -0.1 0.08
H 12.919 -1.774 22.447 -0.1 -0.3 -0.2 0.08
H 11.666 -1.672 21.153 0.1 -0.4 0.1 0.09
C 8.253 3.588 19.076 -0.7 0.2 -0.5 -0.03
C 7.822 4.840 19.811 -1.4 1.5 0.5 -0.47
C 8.308 4.993 21.265 -0.2 -0.3 -1.1 -0.03
O 7.050 5.684 19.345 1.5 -1.7 0.4 0.04
H 9.235 3.762 18.637 0.1 -0.2 0.2 0.09
H 7.551 3.398 18.264 0.1 0.2 -0.1 0.08
H 8.234 2.688 19.690 0.4 0.2 0.3 0.08
H 9.261 4.473 21.363 0.0 0.2 0.3 0.07
H 7.557 4.485 21.869 0.1 -0.1 0.2 0.08
H 8.328 6.041 21.562 0.2 -0.1 -0.1 0.08
C 11.466 -10.925 20.496 0.1 0.6 0.8 -0.03
C 12.070 -9.493 20.532 -0.4 0.6 -1.9 -0.44
C 11.495 -8.531 21.606 0.7 -1.4 -0.9 -0.02
O 12.840 -9.113 19.642 -1.3 -0.8 2.0 0.03
H 11.037 -11.142 19.518 0.4 0.0 -0.1 0.08
H 10.662 -11.047 21.222 -0.1 0.3 0.1 0.06
H 12.194 -11.672 20.811 0.3 0.0 -0.5 0.08
H 11.863 -7.526 21.400 0.0 -0.1 0.5 0.08
H 11.809 -9.010 22.534 0.3 0.6 0.4 0.08
H 10.408 -8.599 21.646 0.0 0.1 -0.3 0.08
C 13.255 -3.648 30.507 -0.5 0.4 0.3 -0.02
C 11.894 -4.020 29.914 2.3 0.2 -2.0 -0.53
C 10.746 -3.928 30.761 -2.7 0.5 1.2 -0.04
O 11.823 -4.281 28.734 -0.1 -0.3 -0.1 0.07
H 13.085 -3.083 31.424 0.3 -0.4 0.3 0.07
H 13.791 -2.952 29.862 -0.1 -0.3 -0.4 0.08
H 13.856 -4.542 30.671 0.0 0.1 0.1 0.09
H 10.801 -2.976 31.288 0.1 -0.3 0.7 0.09
H 10.592 -4.788 31.414 0.5 0.2 0.4 0.10
H 9.796 -3.863 30.230 0.2 -0.2 -0.6 0.09
C 13.732 3.233 30.485 -0.3 -0.1 -0.6 -0.03
C 13.678 3.273 28.972 -2.4 -0.7 -1.0 -0.48
C 15.016 3.137 28.291 -0.6 0.5 -0.4 -0.03
O 12.603 3.413 28.360 2.5 -0.2 1.3 0.04
H 14.091 2.284 30.883 0.3 -0.1 -0.3 0.08
H 12.720 3.352 30.873 0.3 0.5 0.1 0.08
H 14.468 4.002 30.718 -0.3 0.1 0.7 0.08
H 15.620 3.911 28.764 0.5 -0.2 -0.2 0.08
H 14.898 3.341 27.227 0.1 0.0 0.1 0.08
H 15.447 2.144 28.414 0.0 0.1 0.3 0.09
C 13.709 0.176 10.312 -0.2 0.7 0.6 -0.02
C 13.702 0.325 11.823 0.9 0.1 0.0 -0.50
C 12.460 0.795 12.515 0.0 0.0 0.8 -0.03
O 14.724 0.088 12.440 -0.6 0.1 -0.1 0.06
H 13.094 0.950 9.853 -0.1 0.0 0.0 0.08
H 13.280 -0.791 10.049 0.4 -0.1 -0.2 0.09
H 14.750 0.352 10.044 -0.2 -0.6 -0.4 0.08
H 12.662 0.841 13.585 0.0 -0.3 0.0 0.08
H 11.657 0.082 12.330 -0.2 0.2 -0.1 0.09
H 12.168 1.812 12.252 -0.1 -0.1 -0.5 0.09
C 20.513 -3.739 14.396 0.0 -0.2 -1.1 -0.03
C 21.126 -5.010 14.970 -0.5 1.4 1.8 -0.49
C 20.403 -5.570 16.215 0.3 -0.5 -1.1 -0.02
O 22.196 -5.421 14.623 0.3 -0.5 -0.5 0.08
H 20.047 -3.042 15.093 0.0 -0.4 0.3 0.08
H 19.754 -4.044 13.675 -0.4 -0.1 0.1 0.08
H 21.216 -3.190 13.769 0.3 -0.1 0.3 0.08
H 20.786 -6.572 16.408 0.0 0.1 0.1 0.08
H 19.326 -5.631 16.056 0.0 0.2 0.1 0.08
H 20.635 -4.915 17.054 -0.1 0.0 0.0 0.08
```
Positions in Å, forces in eV/Å.

---

Highest occupied orbital energy list, top to bottom, in eV: -2.88; -8.12
Kohn-Sham gap list, top to bottom, in eV: 6.75; 8.42